Version A
C33H22Cl8N4O2V | ωB97M-V/def2-TZVPD

The highest occupied orbital energy (spin up / spin down) comes out at 0.019 / -0.087 hartree. The frontier orbital gap (spin up / spin down) comes out at 3.558 / 6.432 eV.

The geometry in ORCA input format:
```
! RIJCOSX wB97M-V def2-TZVPD def2/J DEFGRID3
* xyz -2 4
V 0.042 0.338 0.161
N 0.024 1.885 4.751
C -0.051 2.402 3.464
O 0.753 3.242 3.094
C -1.230 1.906 2.660
C -1.044 1.965 1.144
H 0.941 2.006 5.157
H -0.295 0.928 4.821
H -2.086 2.501 3.016
H -1.438 0.884 2.983
H -0.667 2.963 0.889
H -2.042 1.899 0.705
Cl 3.451 -5.530 -3.893
C 2.631 -4.230 -3.041
C 2.814 -4.078 -1.681
C 2.163 -3.054 -1.014
Cl 2.412 -2.906 0.697
C 1.295 -2.133 -1.653
O 0.662 -1.196 -1.069
C 1.166 -2.351 -3.055
Cl 0.156 -1.266 -3.955
C 1.807 -3.365 -3.738
H 3.456 -4.750 -1.129
H 1.664 -3.470 -4.805
C 1.497 -1.182 4.151
C 0.505 -2.113 4.458
C -0.563 -2.290 3.595
C -0.665 -1.540 2.408
C 0.360 -0.625 2.048
C 1.405 -0.462 2.961
C -1.808 -1.632 1.512
C -2.939 -2.398 1.795
C -4.012 -2.438 0.937
C -3.947 -1.706 -0.292
C -4.973 -1.718 -1.239
C -4.867 -1.016 -2.436
C -3.705 -0.297 -2.691
C -2.675 -0.268 -1.766
C -2.763 -0.944 -0.541
N -1.733 -0.869 0.364
H 2.330 -1.027 4.830
H 0.569 -2.704 5.366
H -1.318 -3.024 3.851
H 2.186 0.261 2.750
H -2.980 -2.967 2.715
H -4.891 -3.030 1.165
H -5.866 -2.298 -1.024
H -5.675 -1.037 -3.159
H -3.598 0.250 -3.622
H -1.763 0.275 -1.979
N 3.400 3.044 0.687
C 4.156 1.895 0.831
C 3.280 0.871 0.682
N 2.015 1.368 0.457
C 2.123 2.671 0.472
H 3.719 3.990 0.778
H 5.216 1.919 1.007
H 3.465 -0.191 0.704
H 1.311 3.367 0.360
Cl 2.643 0.640 -2.466
C 1.426 1.865 -2.764
C 0.240 1.874 -2.020
C -0.636 2.884 -2.437
Cl -2.233 3.003 -1.730
C -0.366 3.821 -3.441
Cl -1.514 5.052 -3.880
C 0.845 3.770 -4.115
Cl 1.213 4.915 -5.365
C 1.747 2.770 -3.779
Cl 3.252 2.683 -4.648
*
```

=====

Version B
C33H22Cl8N4O2V | ωB97M-V/def2-TZVPD

The highest occupied orbital energy (spin up / spin down) comes out at -0.024 / -0.067 hartree. The frontier orbital gap (spin up / spin down) comes out at 4.863 / 6.029 eV.

The geometry in ORCA input format:
```
! RIJCOSX wB97M-V def2-TZVPD def2/J DEFGRID3
* xyz -2 4
V 1.041 -0.537 0.249
N -1.100 -3.775 2.275
C -0.267 -2.969 1.538
O -0.448 -1.762 1.547
C 0.803 -3.637 0.706
C 1.868 -2.637 0.285
H -1.680 -3.294 2.944
H -0.776 -4.698 2.504
H 0.263 -4.031 -0.168
H 1.146 -4.531 1.256
H 2.224 -2.893 -0.723
H 2.748 -2.728 0.935
Cl -5.241 1.677 5.760
C -4.517 1.179 4.235
C -3.153 1.318 4.034
C -2.588 0.934 2.836
Cl -0.860 1.122 2.669
C -3.333 0.385 1.731
O -2.843 0.062 0.629
C -4.734 0.270 2.047
Cl -5.761 -0.408 0.799
C -5.316 0.648 3.236
H -2.519 1.724 4.812
H -6.381 0.530 3.382
C 4.763 -0.077 -2.250
C 4.346 0.604 -3.393
C 3.019 0.993 -3.486
C 2.133 0.710 -2.441
C 2.507 0.030 -1.265
C 3.863 -0.348 -1.231
C 0.724 1.181 -2.559
C 0.089 1.219 -3.846
C -1.183 1.673 -3.960
C -1.858 2.158 -2.810
C -3.161 2.712 -2.842
C -3.730 3.200 -1.701
C -3.020 3.160 -0.477
C -1.775 2.609 -0.420
C -1.169 2.083 -1.587
N 0.084 1.547 -1.476
H 5.799 -0.391 -2.156
H 5.046 0.839 -4.188
H 2.688 1.550 -4.358
H 4.221 -0.887 -0.355
H 0.628 0.834 -4.702
H -1.694 1.676 -4.918
H -3.692 2.743 -3.788
H -4.730 3.616 -1.723
H -3.484 3.543 0.424
H -1.211 2.537 0.498
N -1.867 -2.563 -2.304
C -0.793 -2.739 -3.153
C 0.227 -2.032 -2.594
N -0.203 -1.436 -1.435
C -1.464 -1.769 -1.283
H -2.798 -2.915 -2.423
H -0.857 -3.333 -4.047
H 1.242 -1.910 -2.933
H -2.103 -1.409 -0.485
Cl 2.277 2.663 0.685
C 2.981 1.498 1.796
C 2.365 0.253 1.918
C 2.872 -0.479 2.987
Cl 2.032 -1.942 3.520
C 4.000 -0.137 3.732
Cl 4.627 -1.166 4.987
C 4.645 1.065 3.465
Cl 6.082 1.512 4.331
C 4.105 1.914 2.504
Cl 4.850 3.458 2.224
*
```

=====

version A (12.0 kcal/mol below the next structure)

=====

Version A
C4H7I | ωB97M-V/def2-TZVPD

The highest occupied orbital energy comes out at -0.336 hartree. The structure (SMILES) is CC1(I)CC1. The frontier orbital gap comes out at 9.722 eV.

The geometry in ORCA input format:
```
! RIJCOSX wB97M-V def2-TZVPD def2/J DEFGRID3
* xyz 0 1
C 0.559 -1.127 -0.780
C 0.324 -0.011 0.309
I 1.381 -0.554 2.148
C -0.098 1.327 0.058
C -1.125 0.347 0.498
H 0.084 -2.066 -0.401
H 1.686 -1.281 -1.012
H 0.303 -0.582 -1.718
H -0.187 1.491 -1.050
H 0.239 2.151 0.623
H -1.392 0.401 1.532
H -1.773 -0.097 -0.207
*
```

=====

Version B
C4H7I | ωB97M-V/def2-TZVPD

The highest occupied orbital energy comes out at -0.339 hartree. The structure (SMILES) is CC1=CC1.I. The frontier orbital gap comes out at 9.756 eV.

The geometry in ORCA input format:
```
! RIJCOSX wB97M-V def2-TZVPD def2/J DEFGRID3
* xyz 0 1
C -0.858 0.830 1.067
C -0.465 0.151 -0.140
C 0.540 -0.225 -0.798
C -0.727 0.016 -1.604
H -0.553 0.285 1.998
H -1.908 1.120 1.121
H -0.209 1.734 1.125
H 1.503 -0.706 -0.756
H -0.692 0.984 -2.053
H -1.511 -0.718 -1.821
I 2.793 2.472 -0.807
H 1.303 1.891 -1.145
*
```

=====

version A (38.2 kcal/mol below the next structure)

=====

Version A
C30H60O30 | ωB97M-V/def2-TZVPD

The highest occupied orbital energy comes out at -0.392 hartree. The structure (SMILES) is COC(=O)OC.COC(=O)OC.COC(=O)OC.COC(=O)OC.COC(=O)OC.COC(=O)OC.COC(=O)OC.COC(=O)OC.COC(=O)OC.COC(=O)OC. The frontier orbital gap comes out at 11.264 eV.

The geometry in ORCA input format:
```
! RIJCOSX wB97M-V def2-TZVPD def2/J DEFGRID3
* xyz 0 1
C 13.926 -15.581 -8.270
O 12.751 -16.307 -7.955
C 11.608 -15.735 -8.118
O 11.400 -14.536 -8.399
O 10.665 -16.667 -7.886
C 9.258 -16.392 -7.859
H 14.630 -16.317 -8.597
H 14.329 -15.047 -7.425
H 13.753 -14.914 -9.103
H 9.119 -15.697 -8.684
H 9.124 -15.968 -6.878
H 8.753 -17.349 -8.057
C 9.415 -9.191 -14.555
O 9.121 -10.619 -14.618
C 10.100 -11.353 -15.239
O 11.058 -11.021 -15.823
O 9.703 -12.586 -15.029
C 10.297 -13.753 -15.640
H 9.682 -8.818 -15.517
H 10.121 -8.931 -13.703
H 8.545 -8.748 -14.111
H 10.357 -13.685 -16.750
H 9.657 -14.584 -15.352
H 11.260 -13.865 -15.195
C 14.597 -13.722 -16.176
O 15.652 -14.732 -16.248
C 15.554 -15.537 -17.338
O 14.828 -15.352 -18.272
O 16.389 -16.601 -17.179
C 16.309 -17.441 -18.426
H 13.725 -14.107 -16.607
H 14.932 -12.869 -16.730
H 14.418 -13.452 -15.110
H 16.737 -16.889 -19.237
H 15.350 -17.799 -18.508
H 16.950 -18.267 -18.089
C 14.957 -18.832 -12.470
O 15.698 -19.954 -11.867
C 14.930 -20.922 -11.349
O 13.750 -21.049 -11.417
O 15.786 -21.755 -10.793
C 15.317 -23.027 -10.396
H 14.826 -18.053 -11.720
H 13.962 -19.206 -12.843
H 15.579 -18.504 -13.309
H 15.900 -23.853 -10.823
H 14.285 -23.222 -10.681
H 15.506 -23.037 -9.349
C 9.141 -15.314 -11.978
O 8.736 -16.595 -11.917
C 9.552 -17.517 -11.420
O 9.123 -18.624 -11.149
O 10.791 -17.114 -11.277
C 11.764 -18.076 -10.870
H 9.534 -14.899 -11.072
H 8.288 -14.709 -12.167
H 9.878 -15.072 -12.718
H 12.638 -17.445 -10.711
H 11.903 -18.910 -11.526
H 11.554 -18.399 -9.834
C 14.467 -20.435 -15.585
O 13.292 -19.931 -14.859
C 12.421 -20.936 -14.509
O 12.604 -22.130 -14.651
O 11.379 -20.329 -13.959
C 10.457 -21.218 -13.323
H 14.579 -21.512 -15.278
H 15.217 -19.676 -15.222
H 14.295 -20.268 -16.648
H 9.857 -20.708 -12.572
H 11.087 -21.947 -12.864
H 9.892 -21.680 -14.130
C 13.058 -23.776 -18.267
O 13.027 -23.035 -19.494
C 13.476 -21.839 -19.441
O 13.886 -21.245 -18.426
O 13.442 -21.299 -20.673
C 14.031 -19.986 -20.731
H 13.132 -24.802 -18.553
H 12.135 -23.602 -17.737
H 13.912 -23.526 -17.617
H 14.968 -19.976 -20.131
H 13.443 -19.193 -20.272
H 14.262 -19.889 -21.819
C 12.024 -17.447 -18.181
O 11.213 -18.489 -17.559
C 10.344 -18.032 -16.613
O 10.349 -16.907 -16.188
O 9.561 -19.010 -16.289
C 8.686 -18.893 -15.193
H 12.491 -18.066 -18.966
H 12.658 -17.049 -17.419
H 11.437 -16.669 -18.638
H 9.223 -18.546 -14.295
H 8.166 -19.816 -15.054
H 7.971 -18.124 -15.458
C 12.201 -13.437 -11.640
O 12.406 -14.474 -12.660
C 13.315 -15.470 -12.295
O 14.033 -15.426 -11.305
O 13.319 -16.515 -13.130
C 12.228 -16.658 -14.038
H 11.308 -12.819 -11.971
H 13.117 -12.859 -11.687
H 12.018 -13.820 -10.664
H 12.491 -16.002 -14.872
H 11.283 -16.451 -13.577
H 12.177 -17.682 -14.392
C 9.796 -11.870 -7.909
O 9.929 -11.962 -9.320
C 8.892 -11.410 -9.932
O 7.940 -10.872 -9.366
O 8.834 -11.762 -11.231
C 7.511 -11.578 -11.814
H 8.777 -12.026 -7.648
H 10.045 -10.849 -7.559
H 10.508 -12.619 -7.537
H 6.818 -12.402 -11.481
H 7.582 -11.644 -12.929
H 7.014 -10.645 -11.516
*
```

=====

Version B
C30H60O30 | ωB97M-V/def2-TZVPD

The highest occupied orbital energy comes out at -0.382 hartree. The structure (SMILES) is COC(=O)OC.COC(=O)OC.COC(=O)OC.COC(=O)OC.COC(=O)OC.COC(=O)OC.COC(=O)OC.COC(=O)OC.COC(=O)OC.COC(=O)OC. The frontier orbital gap comes out at 10.853 eV.

The geometry in ORCA input format:
```
! RIJCOSX wB97M-V def2-TZVPD def2/J DEFGRID3
* xyz 0 1
C 16.467 3.201 16.022
O 17.839 2.808 15.976
C 18.342 2.198 14.928
O 17.683 1.931 13.928
O 19.664 1.923 15.131
C 20.369 1.135 14.212
H 15.781 2.353 16.000
H 16.207 3.843 15.180
H 16.164 3.687 16.949
H 19.935 0.155 14.017
H 21.353 0.850 14.586
H 20.316 1.788 13.340
C 9.726 14.428 14.181
O 9.166 13.308 14.851
C 9.911 12.242 15.021
O 11.129 12.073 14.818
O 9.004 11.252 15.296
C 9.384 10.001 15.893
H 10.487 14.086 13.480
H 10.219 15.216 14.750
H 8.838 14.784 13.659
H 9.657 9.247 15.155
H 8.476 9.651 16.384
H 10.121 10.108 16.690
C 19.569 6.799 17.403
O 18.632 6.290 16.448
C 19.061 5.889 15.209
O 20.208 5.885 14.769
O 18.009 5.480 14.528
C 18.022 5.220 13.093
H 19.134 7.186 18.324
H 20.249 7.488 16.902
H 20.244 6.101 17.898
H 17.294 4.490 12.742
H 19.008 4.887 12.767
H 17.814 6.076 12.451
C 12.087 8.342 18.196
O 12.634 8.280 16.948
C 13.497 7.415 16.696
O 13.645 6.289 17.274
O 14.132 7.851 15.665
C 15.381 7.311 15.231
H 10.997 8.344 18.177
H 12.599 9.206 18.620
H 12.332 7.463 18.792
H 15.475 7.631 14.194
H 15.368 6.222 15.174
H 16.241 7.805 15.683
C 7.934 8.406 20.200
O 6.926 8.201 19.273
C 6.557 9.104 18.385
O 6.889 10.343 18.400
O 5.888 8.432 17.443
C 5.554 9.067 16.298
H 7.975 9.482 20.371
H 8.860 8.004 19.790
H 7.624 7.830 21.072
H 5.415 10.148 16.280
H 4.692 8.548 15.878
H 6.362 8.895 15.587
C 18.040 9.707 13.913
O 16.844 10.417 14.221
C 16.788 11.770 13.833
O 17.702 12.536 13.414
O 15.572 12.215 14.075
C 15.178 13.503 13.750
H 18.886 9.921 14.567
H 18.297 9.832 12.862
H 17.910 8.650 14.148
H 14.918 13.502 12.691
H 15.903 14.310 13.845
H 14.333 13.717 14.405
C 7.254 6.992 24.583
O 8.351 6.327 23.974
C 9.248 7.085 23.258
O 9.087 8.252 22.919
O 10.288 6.288 22.997
C 11.439 6.869 22.326
H 6.677 6.274 25.166
H 6.628 7.451 23.818
H 7.358 7.691 25.413
H 11.720 7.748 22.905
H 11.125 7.210 21.339
H 12.245 6.135 22.333
C 12.411 3.459 19.241
O 12.340 2.804 17.917
C 13.240 1.826 17.580
O 14.226 1.560 18.316
O 12.831 1.276 16.472
C 13.384 0.065 16.144
H 13.213 4.191 19.141
H 12.793 2.739 19.964
H 11.445 3.813 19.602
H 14.056 -0.437 16.840
H 14.020 0.256 15.280
H 12.687 -0.746 15.936
C 9.712 11.846 22.210
O 10.406 12.651 21.230
C 10.960 12.087 20.149
O 10.902 10.862 19.821
O 11.496 13.101 19.501
C 11.814 13.040 18.173
H 8.705 11.493 21.991
H 9.686 12.374 23.163
H 10.209 10.887 22.357
H 10.961 12.674 17.601
H 12.532 12.231 18.043
H 12.187 13.993 17.798
C 12.798 3.463 13.905
O 13.770 2.377 13.726
C 14.512 2.236 12.587
O 14.540 3.101 11.711
O 15.216 1.076 12.709
C 15.964 0.613 11.584
H 11.999 3.504 13.165
H 13.218 4.459 14.049
H 12.311 3.018 14.772
H 15.757 -0.427 11.332
H 17.019 0.523 11.844
H 15.815 1.232 10.699
*
```

=====

version A (83.6 kcal/mol below the next structure)

=====

Version A
C3H14NO3 | ωB97M-V/def2-TZVPD

The highest occupied orbital energy comes out at -0.511 hartree. The frontier orbital gap comes out at 10.792 eV.

The geometry in ORCA input format:
```
! RIJCOSX wB97M-V def2-TZVPD def2/J DEFGRID3
* xyz 1 1
C -0.114 0.355 1.778
C 0.548 0.742 0.506
C 1.648 1.457 0.473
N -0.174 0.044 -0.609
H -0.906 1.058 2.043
H -0.581 -0.625 1.758
H 0.485 0.290 2.679
H 2.197 1.883 -0.399
H 1.918 1.982 1.370
H -0.436 -0.935 -0.550
H 0.407 0.140 -1.448
H -0.983 0.676 -0.696
H -1.444 3.174 0.246
H -2.655 2.352 -0.122
O -1.867 2.323 0.431
H -1.963 -2.479 -1.481
H -1.322 -3.784 -0.677
O -1.259 -2.874 -0.967
H 1.382 -2.199 -1.153
H 2.631 -1.618 -1.588
O 1.875 -1.370 -1.031
*
```

=====

Version B
C3H14NO3 | ωB97M-V/def2-TZVPD

The highest occupied orbital energy comes out at -0.505 hartree. The frontier orbital gap comes out at 4.788 eV.

The geometry in ORCA input format:
```
! RIJCOSX wB97M-V def2-TZVPD def2/J DEFGRID3
* xyz 1 1
O -1.118 -1.158 -2.473
C -1.122 -0.526 -1.115
C -0.226 -1.125 0.041
N 1.216 -1.109 -0.205
C 2.025 -1.318 1.023
H -0.636 -2.042 -2.384
H -1.035 0.605 -1.306
H -2.109 -0.697 -0.768
H -0.523 -2.131 0.352
H -0.611 -0.461 0.808
H -0.078 -0.578 2.303
H 1.434 -0.184 -0.601
H 1.331 -1.598 1.871
H 2.714 -0.397 1.211
H 2.700 -2.137 0.842
H 0.319 4.783 -4.075
H 1.128 3.507 -4.010
O 0.275 3.794 -4.061
H -1.181 1.063 3.929
H -2.473 0.455 4.393
O -2.030 1.254 4.226
*
```

=====

version A (163.4 kcal/mol below the next structure)

=====

Version A
C5H12NO | ωB97M-V/def2-TZVPD

The highest occupied orbital energy (spin up / spin down) comes out at -0.156 / -0.160 hartree. The frontier orbital gap (spin up / spin down) comes out at 3.633 / 3.682 eV.

The geometry in ORCA input format:
```
! RIJCOSX wB97M-V def2-TZVPD def2/J DEFGRID3
* xyz 0 2
C 0.477 -1.260 -1.108
O -0.240 -0.461 -2.092
C 0.843 -0.503 0.213
C -0.053 0.508 0.912
C -1.573 0.124 1.139
C -2.560 1.015 0.632
N 2.080 0.317 -0.187
H 1.339 -1.621 -1.663
H -0.146 -2.211 -0.897
H -1.115 -0.676 -1.924
H 1.055 -1.216 0.962
H 0.259 0.654 1.890
H -0.015 1.534 0.451
H -1.737 -0.763 1.659
H -2.923 1.184 -0.343
H -3.097 1.859 1.313
H 2.790 -0.385 -0.387
H 2.560 0.994 0.482
H 2.055 0.908 -1.052
*
```

=====

Version B
C5H12NO | ωB97M-V/def2-TZVPD

The highest occupied orbital energy (spin up / spin down) comes out at -0.335 / -0.330 hartree. The frontier orbital gap (spin up / spin down) comes out at 10.236 / 7.327 eV.

The geometry in ORCA input format:
```
! RIJCOSX wB97M-V def2-TZVPD def2/J DEFGRID3
* xyz 0 2
C 0.612 0.765 -1.649
C 0.479 0.066 -0.258
C -0.992 0.208 0.318
C -1.320 1.686 0.551
N 0.981 -1.345 -0.319
C 0.933 -1.845 1.128
O -0.233 -2.001 1.598
H 1.513 1.373 -1.764
H 0.760 -0.053 -2.515
H -0.372 1.204 -2.083
H 1.095 0.623 0.501
H -1.726 -0.506 -0.347
H -0.978 -0.292 1.341
H -1.864 1.811 1.412
H -1.972 2.008 -0.377
H -0.314 2.284 0.728
H 0.378 -1.938 -1.009
H 1.441 -2.876 0.984
H 1.578 -1.172 1.761
*
```

=====

version B (84.7 kcal/mol below the next structure)